No. 1
The following is a quantum chemistry calculation of the molecule C4H10O2, from the Open Molecules 2025 dataset.

XYZ file:
```
16
Properties=species:S:1:pos:R:3:mulliken_charge:R:1
C 0.04698 1.60587 -1.05456 -1.5497
C 0.09185 0.16132 -0.54234 0.4189
C -1.10440 -0.07780 0.37637 -0.5278
O -1.16092 -1.48495 0.69448 -0.5764
C 1.49418 0.00301 0.03909 -0.6842
O 1.43102 -1.53228 0.85044 -0.4531
H -0.86628 1.80045 -1.62735 0.4066
H 0.08240 2.31661 -0.21913 0.3702
H 0.91042 1.80374 -1.69575 0.4131
H -0.04428 -0.50610 -1.41014 0.1820
H -2.04894 0.21007 -0.10907 0.3208
H -0.98576 0.51194 1.29758 0.3270
H -1.74655 -1.61201 1.45026 0.3117
H 1.89674 -1.97940 0.13196 0.4262
H 1.52399 0.60313 0.96634 0.1813
H 0.47955 -1.82363 0.85181 0.4334
```

Computed properties:
Net charge: 0
Relative energy (zero: lowest compared OMol25 entry of this formula, charge and spin): 4.0881 eV
E: -308.747923 Eh
Kohn-Sham gap: 7.756 eV
Multiplicity: 1


No. 2
The following is a quantum chemistry calculation of a structure of composition C4H10O2, from the Open Molecules 2025 dataset.

XYZ file:
```
16
Properties=species:S:1:pos:R:3:mulliken_charge:R:1
C 1.38888 1.71236 -0.20126 -1.2332
C 0.71559 0.39926 -0.59008 -0.4613
C -0.45715 0.06952 0.31214 0.1401
O -1.43907 1.07041 0.19794 -0.5389
C -1.21130 -1.20559 -0.07268 -0.0160
O -2.31693 -1.44431 0.62765 -0.7491
H 2.23599 1.92932 -0.85947 0.3653
H 0.67585 2.53856 -0.26780 0.3012
H 1.76342 1.67304 0.82836 0.3090
H 0.35124 0.45614 -1.62394 0.3627
H 1.43877 -0.42772 -0.54377 0.3145
H -0.11763 -0.03561 1.35745 0.2308
H -2.22608 0.69726 0.63481 0.3451
H -0.26121 -2.19121 0.28956 0.1017
H -1.20867 -1.43783 -1.15411 0.4076
H -1.13341 -2.23625 0.68936 0.1205
```

Computed properties:
Net charge: 0
Relative energy (zero: lowest compared OMol25 entry of this formula, charge and spin): 4.5348 eV
E: -308.731508 Eh
Kohn-Sham gap: 10.155 eV
Multiplicity: 1


In the order shown, the computed HOMO values come out to -7.23 -9.64 eV.